Record 1
Computed, not measured: a structure of composition C18H41OP3SSm at a distorted geometry, with ωB97M-V/def2-TZVPD.

```
65
Properties=species:S:1:pos:R:3:forces:R:3
Sm 0.2216 -0.4968 0.5097 1.1 0.0 0.4
P 1.8547 -1.6752 -1.5484 0.5 -0.3 -1.5
P 3.1714 0.2253 1.1870 1.6 0.4 0.2
P -1.8530 -1.9609 -0.6701 -1.1 -0.7 -0.6
H 1.2554 2.6334 1.8680 0.0 -0.5 0.1
C 0.3621 2.0309 1.7109 -0.8 -1.1 1.4
C -0.1912 1.1830 2.6547 1.3 1.3 -1.3
H 0.3662 0.8597 3.5452 -0.4 0.6 -0.1
C 1.8740 -0.3284 -2.8057 -0.3 0.2 0.4
C 3.6047 -2.2155 -1.5952 0.2 -0.1 0.6
C 1.1159 -3.0571 -2.4942 -0.3 -0.1 0.2
C 3.4439 1.1743 2.7400 -0.6 0.2 0.2
C 4.4292 -1.0758 1.5700 -0.5 -0.4 -0.3
C 4.1392 1.2686 0.0105 -0.5 0.0 -0.2
C -3.2959 -1.5735 0.3753 0.1 0.3 0.5
C -2.0847 -3.7384 -0.9146 0.2 -0.3 0.1
C -2.3208 -1.3003 -2.3104 0.8 0.7 0.1
H -0.0899 2.1742 0.7169 -0.2 0.5 0.5
H -1.2088 0.7921 2.5471 0.1 -0.1 -0.1
H 2.3634 -0.7081 -3.7136 -0.2 0.2 0.2
H 2.4229 0.5431 -2.4176 -0.1 -0.2 -0.2
H 0.8433 -0.0171 -3.0408 0.3 -0.1 -0.1
H 3.8346 -2.6028 -2.5982 -0.1 0.2 0.3
H 3.7467 -3.0264 -0.8654 0.1 0.2 -0.3
H 4.2969 -1.3976 -1.3564 -0.2 -0.3 -0.1
H 1.7908 -3.3244 -3.3199 -0.3 0.1 0.2
H 0.1273 -2.7868 -2.8907 0.3 -0.1 0.1
H 0.9992 -3.9225 -1.8271 0.1 0.1 -0.3
H 4.3158 1.8320 2.6231 -0.2 -0.2 0.1
H 3.6277 0.4798 3.5682 -0.1 0.2 -0.2
H 2.5690 1.7816 2.9917 0.4 0.0 0.2
H 5.4183 -0.6165 1.7085 -0.3 0.0 0.0
H 4.4957 -1.8240 0.7755 0.1 0.1 0.3
H 4.1389 -1.5703 2.5027 0.1 0.0 -0.1
H 5.0484 1.6311 0.5056 -0.2 -0.2 -0.1
H 3.5285 2.1313 -0.2866 0.3 -0.1 0.0
H 4.4152 0.7113 -0.8943 -0.1 0.2 0.2
H -4.1744 -1.4308 -0.2622 0.1 0.0 0.2
H -3.1324 -0.6537 0.9551 -0.3 -0.2 -0.1
H -3.4768 -2.4037 1.0686 0.0 0.2 -0.1
H -3.0050 -3.8681 -1.5054 0.3 -0.1 0.2
H -2.2060 -4.2220 0.0608 0.0 0.0 -0.3
H -1.2341 -4.1768 -1.4430 -0.3 0.0 0.1
H -3.3988 -1.2149 -2.3442 -0.2 0.0 -0.1
H -1.9637 -1.9549 -3.1084 -0.1 0.1 0.1
H -1.8867 -0.2962 -2.4380 -0.3 -0.3 -0.2
C -3.4347 3.3430 -0.5910 -1.0 1.8 0.2
C -3.7763 3.9301 -1.8280 0.5 -0.8 -0.2
C -4.7247 4.9514 -1.9139 -0.1 0.0 0.3
C -5.3331 5.4470 -0.7566 0.5 -0.6 0.0
C -4.9408 4.9424 0.4850 0.1 -0.2 -0.2
C -4.0016 3.9036 0.5678 0.1 -0.4 0.0
S -2.4196 1.8650 -0.5633 0.7 -0.6 0.7
H -1.8791 1.8018 0.7335 -1.2 0.6 -1.1
H -3.3182 3.5491 -2.7432 -0.2 0.1 0.2
H -5.0102 5.3603 -2.8902 0.2 -0.3 0.4
H -6.1141 6.1898 -0.8265 0.1 0.1 0.0
H -5.4097 5.3438 1.3865 0.3 -0.2 -0.2
H -3.7256 3.4971 1.5388 -0.2 0.1 -0.1
C 0.8067 -2.7327 3.3170 -0.2 -0.2 0.9
O 1.0336 -2.1688 1.9946 0.4 -0.2 -0.8
H -0.1055 -2.2764 3.6814 -0.2 -0.1 0.1
H 1.6107 -2.4692 4.0150 0.0 0.0 -0.4
H 0.6826 -3.8218 3.2787 0.1 0.4 -0.2
H 1.7611 -2.6677 1.5695 -0.3 0.3 0.3
```
Forces are in eV/Å.

Properties
* ⟨S²⟩: 8.774
* HOMO level (alpha / beta): -15.7 / -15.7 eV
* charge: +3
* E_LUMO (alpha / beta): -11.60 / -10.24 eV
* M: 548.9 g/mol
* spin multiplicity: 6
* relative energy (zero: lowest compared OMol25 entry of this formula, charge and spin): 0.197 eV

Record 2
Computed, not measured: a structure of composition C57H51BrFInN5O3P2, with ωB97M-V/def2-TZVPD.

```
121
Properties=species:S:1:pos:R:3:forces:R:3
In -0.5134 0.4745 0.8683 0.0 0.0 0.0
Br -0.0396 -8.2560 0.4066 0.0 0.0 0.0
C -0.0754 -7.4011 2.0872 0.0 0.0 0.0
C 0.7945 -6.3444 2.3321 0.0 0.0 0.0
C 0.7675 -5.7059 3.5560 0.0 0.0 -0.1
C -0.1323 -6.1289 4.5450 0.1 0.0 0.3
C -0.9748 -7.2197 4.2950 0.0 -0.1 -0.1
C -0.9583 -7.8448 3.0643 0.0 0.0 0.0
N -0.2328 -5.5456 5.7988 -0.3 -0.1 -0.3
N 0.3917 -4.4404 6.0190 0.4 0.1 0.0
C 0.1773 -3.2927 5.4733 -0.1 0.0 0.2
C 1.1521 -2.2550 5.7748 0.1 0.1 0.0
C 1.2187 -1.1179 5.0718 0.0 0.0 0.1
C 0.2845 -0.8643 3.9824 0.0 0.0 -0.1
O 0.4357 0.0832 3.2208 0.0 -0.1 0.0
C -0.8831 -1.7881 3.8402 0.0 0.0 -0.1
N -1.8430 -1.3825 3.0064 0.0 0.0 0.0
C -2.9513 -2.1082 2.9407 0.1 0.0 0.0
C -3.1344 -3.2747 3.6797 0.0 0.0 0.0
C -2.1170 -3.7235 4.4924 0.0 0.0 0.0
C -0.9476 -2.9659 4.5841 -0.1 0.0 0.0
H 1.4999 -6.0370 1.5719 0.0 0.0 0.0
H 1.4552 -4.8947 3.7514 0.0 0.0 0.0
H -1.6402 -7.5546 5.0795 0.0 0.0 0.0
H -1.6183 -8.6765 2.8621 0.0 0.0 0.0
H 1.8709 -2.4879 6.5503 0.0 0.0 0.0
H 1.9883 -0.3757 5.2351 0.0 0.0 0.0
H -3.7225 -1.7464 2.2749 0.0 0.0 -0.1
H -4.0655 -3.8194 3.6051 0.0 0.0 0.0
H -2.2364 -4.6275 5.0727 0.0 0.0 0.0
N -3.0834 -0.3049 -2.7414 0.0 0.1 0.2
P -3.4338 -1.2371 -1.3969 -0.2 0.2 -0.1
C -4.8936 -2.2607 -1.6565 0.0 -0.1 -0.1
C -4.7950 -3.3511 -2.5235 0.0 0.0 0.0
C -5.9000 -4.1464 -2.7763 0.0 0.0 0.0
C -7.1080 -3.8755 -2.1487 0.0 0.0 0.0
C -7.2117 -2.8006 -1.2786 0.0 0.0 0.0
C -6.1144 -1.9873 -1.0389 0.0 0.0 0.0
C -2.0778 -2.4645 -1.5132 0.0 -0.1 0.0
C -1.3381 -2.7142 -2.6669 0.0 -0.1 0.0
C -0.3597 -3.6998 -2.6785 0.0 0.0 0.0
C -0.1236 -4.4640 -1.5448 0.0 0.0 0.0
C -0.8679 -4.2387 -0.3947 0.0 0.0 0.0
C -1.8319 -3.2429 -0.3787 0.0 0.0 0.0
P -1.5596 0.5412 -2.7106 0.0 0.0 0.0
C -0.9482 0.3020 -4.4114 0.0 0.0 0.0
C 0.3270 -0.2303 -4.5733 0.0 0.0 0.0
C 0.8418 -0.4483 -5.8464 0.0 0.0 0.0
C 0.0759 -0.1434 -6.9600 0.0 0.0 0.0
C -1.2024 0.3840 -6.8063 0.0 0.0 0.0
C -1.7096 0.6100 -5.5384 0.0 0.0 0.0
C -2.1023 2.2838 -2.7953 0.1 0.0 -0.1
C -1.2779 3.1985 -3.4567 0.0 0.0 0.0
C -1.6015 4.5441 -3.4893 0.0 0.0 0.0
C -2.7554 4.9987 -2.8625 0.0 0.0 0.0
C -3.5719 4.1013 -2.1947 0.0 0.0 0.0
C -3.2450 2.7507 -2.1526 0.0 0.0 0.1
H -3.8782 0.2406 -3.0621 0.0 0.0 0.0
H -3.8533 -3.5830 -3.0032 0.0 0.0 0.0
H -5.8160 -4.9819 -3.4583 0.0 0.0 0.0
H -7.9691 -4.5024 -2.3397 0.0 0.0 0.0
H -8.1533 -2.5870 -0.7903 0.0 0.0 0.0
H -6.1961 -1.1388 -0.3760 0.0 0.0 0.0
H -1.5328 -2.1501 -3.5693 0.0 0.0 0.0
H 0.2076 -3.8788 -3.5830 0.0 0.0 0.0
H 0.6255 -5.2455 -1.5616 0.0 0.0 0.0
H -0.7109 -4.8488 0.4860 0.0 0.0 0.0
H -2.4168 -3.0876 0.5225 0.0 0.0 -0.1
H 0.9150 -0.4823 -3.6975 0.0 0.0 0.0
H 1.8354 -0.8607 -5.9658 0.0 0.0 0.0
H 0.4714 -0.3159 -7.9525 0.0 0.0 0.0
H -1.7973 0.6234 -7.6779 0.0 0.0 0.0
H -2.6992 1.0379 -5.4240 0.0 0.0 0.0
H -0.3870 2.8510 -3.9668 0.0 0.0 0.0
H -0.9589 5.2395 -4.0135 0.0 0.0 0.0
H -3.0138 6.0489 -2.8964 0.0 0.0 0.0
H -4.4678 4.4486 -1.6965 0.0 0.0 0.0
H -3.8690 2.0730 -1.5837 0.0 -0.1 0.0
C 2.0655 -2.9726 1.2160 0.0 0.0 0.0
C 3.0328 -1.9100 0.6903 0.0 0.0 0.1
C 4.2859 -2.5666 0.1080 0.0 0.0 0.0
C 3.3818 -0.9069 1.7754 0.0 0.0 0.0
C 4.0656 -1.3219 2.9109 0.0 0.0 0.0
C 4.3989 -0.4227 3.9111 0.0 0.0 0.0
C 4.0246 0.9056 3.7907 0.0 0.0 0.0
C 3.3536 1.3726 2.6655 0.0 0.0 0.0
C 2.8828 2.8166 2.6326 0.0 0.0 0.0
C 1.8423 3.0589 3.7317 0.0 0.0 0.0
C 4.0394 3.8080 2.7623 0.0 0.0 0.0
C 3.0620 0.4525 1.6452 0.1 -0.1 -0.1
N 2.3737 0.8483 0.4756 -0.1 0.3 0.1
C 3.0011 1.6757 -0.3694 0.0 -0.2 0.0
C 4.3841 2.0091 -0.3227 0.0 0.0 0.0
C 4.9485 2.8250 -1.2737 0.0 0.0 0.0
C 4.1718 3.3520 -2.3079 0.0 0.0 0.0
C 2.8150 3.0510 -2.3961 0.0 0.0 0.0
C 2.2630 2.2296 -1.4498 -0.1 0.0 0.0
F 0.9532 1.9452 -1.5162 0.1 0.0 0.0
H 1.8423 -3.7025 0.4358 0.0 0.0 0.0
H 1.1188 -2.5323 1.5419 0.0 0.0 0.0
H 2.4996 -3.5045 2.0665 0.0 0.0 0.0
H 2.5338 -1.3735 -0.1187 0.0 0.0 0.0
H 4.7839 -3.1961 0.8484 0.0 0.0 0.0
H 5.0040 -1.8182 -0.2296 0.0 0.0 0.0
H 4.0257 -3.1981 -0.7434 0.0 0.0 0.0
H 4.3519 -2.3626 3.0102 0.0 0.0 0.0
H 4.9456 -0.7563 4.7841 0.0 0.0 0.0
H 4.2605 1.5991 4.5887 0.0 0.0 0.0
H 2.3911 3.0022 1.6762 0.0 0.0 0.0
H 2.2971 2.9844 4.7218 0.0 0.0 0.0
H 1.0349 2.3275 3.6830 0.0 0.1 0.0
H 1.4169 4.0593 3.6369 0.0 0.0 0.0
H 4.5663 3.6751 3.7087 0.0 0.0 0.0
H 3.6636 4.8319 2.7361 0.0 0.0 0.0
H 4.7644 3.6928 1.9556 0.0 0.0 0.0
H 4.9884 1.5803 0.4654 0.0 0.0 0.0
H 6.0044 3.0541 -1.2256 0.0 0.0 0.0
H 4.6233 3.9938 -3.0519 0.0 0.0 0.0
H 2.1926 3.4468 -3.1873 0.0 0.0 0.0
O -3.0677 -0.7267 0.0748 0.0 0.0 0.2
O -4.2632 0.0217 -0.4556 0.1 -0.1 -0.1
```
Forces are in eV/Å.

Properties
* HOMO level (alpha / beta): -10.3 / -10.1 eV
* charge: +1
* E_LUMO (alpha / beta): -3.82 / -3.96 eV
* M: 1129.7 g/mol
* relative energy (zero: lowest compared OMol25 entry of this formula, charge and spin): 0.000 eV

Record 3
Computed, not measured: the ion C4H13N2 with charge +1 at a distorted geometry, with ωB97M-V/def2-TZVPD.

```
19
Properties=species:S:1:pos:R:3:forces:R:3
C -1.1254 1.8747 -0.5857 0.1 3.4 -1.4
C -0.5950 0.5959 0.0020 -0.2 -1.5 0.6
N -0.9586 -0.6554 -0.7838 -2.9 0.5 -1.3
C 1.0008 0.5102 0.3332 -1.7 1.4 -1.6
C 1.5506 -0.9123 0.2692 0.8 -1.1 1.3
N 0.4596 -1.7357 0.9254 -0.4 0.7 1.9
H -0.3041 2.5314 -1.0596 -1.0 -1.0 0.8
H -1.6645 2.5535 0.1506 1.0 -1.0 -0.5
H -1.8968 1.8738 -1.4116 0.8 -1.0 0.8
H -1.2010 0.4781 0.9353 0.8 -0.2 -0.5
H -0.5513 -0.7268 -1.7229 0.5 0.3 0.5
H -2.0138 -0.6103 -1.0800 2.3 -0.2 1.2
H 1.1246 1.1215 1.2690 0.4 -1.0 -0.8
H 1.4319 1.0362 -0.5200 0.3 0.4 0.4
H 1.7665 -1.4333 -0.7224 -0.7 1.3 0.9
H 2.5573 -1.0345 0.8078 -1.6 0.3 -0.4
H 0.8062 -2.6234 1.2595 -0.2 -0.5 -0.3
H -0.4510 -1.5756 0.1235 0.6 -0.1 -0.1
H 0.0642 -1.2681 1.8103 1.1 -0.7 -1.6
```
Forces are in eV/Å.

Properties
* HOMO level: -15.0 eV
* charge: +1
* E_LUMO: -3.01 eV
* M: 89.2 g/mol
* relative energy (zero: lowest compared OMol25 entry of this formula, charge and spin): 1.725 eV
* structure (SMILES): C[C@@H](N)CC[NH3+]

Record 4
Computed, not measured: a cluster of 6 separate species, H12O5S2 in total at a distorted geometry, with ωB97M-V/def2-TZVPD.

```
19
Properties=species:S:1:pos:R:3:forces:R:3
S -1.7749 -0.8474 0.7960 -0.2 0.2 0.0
S -3.6047 -0.2283 0.0187 0.2 -0.3 -0.1
H -1.4904 0.3332 1.3615 0.1 -0.1 0.2
H -4.3182 -1.1577 0.6684 -0.1 0.1 0.1
O 2.6175 -1.8961 -1.3593 -0.9 0.4 -0.7
H 1.8334 -1.4320 -1.7382 0.4 -0.3 0.3
H 3.2724 -1.7158 -2.0414 0.3 -0.1 0.2
O 2.6122 -0.6795 1.2102 0.4 -0.1 -0.4
H 2.3292 -1.3016 0.5174 -0.1 0.1 0.1
H 3.5585 -0.6752 1.0018 -0.1 0.1 0.4
O -0.1329 -0.2995 -2.0644 0.4 0.0 0.2
H 0.1645 0.4486 -1.5232 0.2 0.0 -0.3
H -0.3700 -0.9473 -1.3931 -0.4 -0.1 0.0
O 1.9186 3.3624 1.2637 -0.1 0.1 -0.2
H 1.8274 4.2756 1.5545 0.0 -0.1 0.1
H 2.2026 2.8550 2.0278 0.0 0.0 0.1
O 2.3448 1.3605 -0.9144 -0.2 -0.1 -1.0
H 2.4533 0.8328 -0.1152 -0.1 0.3 0.4
H 2.2667 2.3003 -0.7162 0.1 -0.3 0.6
```
Forces are in eV/Å.

Properties
* HOMO level: -9.3 eV
* E_LUMO: 0.21 eV
* M: 156.2 g/mol
* relative energy (zero: lowest compared OMol25 entry of this formula, charge and spin): 0.457 eV
* structure (SMILES): SS.O.O.O.O.O

Record 5
Computed, not measured: a cluster of 2 separate species, C4H12 in total, with ωB97M-V/def2-TZVPD.

```
16
Properties=species:S:1:pos:R:3:forces:R:3
C 0.7604 -0.3351 -2.1899 0.7 -0.1 -0.5
C -0.6570 -0.8549 -2.0220 0.1 -0.1 -0.1
H 1.2967 -0.2744 -1.2456 0.1 0.1 0.0
H 1.3336 -0.9848 -2.8627 -0.1 -0.4 0.4
H 0.8742 0.6047 -2.7362 -0.5 0.3 0.4
H -0.6753 -1.7384 -1.3828 0.1 -0.1 -0.1
H -1.3432 -0.1544 -1.5469 0.0 0.2 -0.3
H -1.0087 -1.1532 -3.0103 -0.4 0.1 0.2
C 0.5398 0.9678 1.8704 0.1 0.6 -0.3
C -0.6795 0.2132 2.4053 -0.2 -0.1 -0.6
H 0.3287 2.0391 1.8750 0.2 0.0 0.3
H 1.4447 0.7831 2.4396 0.0 0.1 0.2
H 0.8250 0.8041 0.8302 -0.3 -0.5 0.0
H -1.0885 -0.4825 1.6707 0.1 -0.1 0.0
H -1.4844 0.9215 2.5987 0.0 -0.1 0.3
H -0.4666 -0.3558 3.3063 0.0 0.1 0.1
```
Forces are in eV/Å.

Properties
* HOMO level: -11.6 eV
* E_LUMO: 1.16 eV
* M: 60.1 g/mol
* relative energy (zero: lowest compared OMol25 entry of this formula, charge and spin): 0.266 eV
* structure (SMILES): CC.CC

Record 6
Computed, not measured: a structure of composition C36H32ClCoP2 at a distorted geometry, with ωB97M-V/def2-TZVPD.

```
72
Properties=species:S:1:pos:R:3:forces:R:3
C 0.6027 -1.6909 -2.4721 0.0 0.5 -0.8
C -0.3621 -2.0649 -1.5287 0.1 0.6 0.5
C -1.7197 -2.0342 -1.8770 -0.3 0.2 -0.1
C -2.1116 -1.6357 -3.1573 0.0 0.0 -0.1
C -1.1520 -1.2092 -4.0814 0.1 0.0 0.2
C 0.2073 -1.2188 -3.7317 0.0 -0.3 0.1
P 0.0860 -2.0100 0.2533 -1.0 -5.6 -1.1
C -1.1613 -3.0518 1.0424 -0.7 0.1 0.6
C -2.1136 -2.5042 1.9133 -0.1 -0.1 -0.1
C -3.1662 -3.2970 2.3868 0.2 0.0 -0.2
C -3.2579 -4.6375 2.0030 0.1 0.1 -0.1
C -2.2867 -5.2063 1.1707 0.3 0.5 -0.1
C -1.2332 -4.4118 0.6972 -0.2 -0.2 -0.1
Co 0.4672 0.0468 0.7573 0.3 -0.6 5.4
P 0.0216 2.1509 0.5625 -1.6 4.6 0.4
C -1.3767 2.0845 -0.6267 0.4 0.2 -0.3
C -1.2438 2.4509 -1.9790 -0.2 -0.1 0.3
C -2.3369 2.3121 -2.8332 0.2 0.0 0.1
C -3.5329 1.7647 -2.3720 0.0 -0.1 0.4
C -3.6612 1.3766 -1.0327 0.2 0.2 0.0
C -2.5972 1.5600 -0.1528 0.2 0.0 -0.2
C -0.3168 3.4245 1.7954 -0.2 -0.1 0.1
C 0.5531 3.5176 2.8898 0.1 0.2 0.4
C 0.4105 4.5519 3.8143 0.1 -0.2 -0.1
C -0.6160 5.4931 3.6672 0.1 -0.3 -0.4
C -1.5020 5.3827 2.5926 0.1 -0.1 -0.1
C -1.3604 4.3520 1.6585 -0.4 0.0 -0.1
C 1.6709 2.5913 -0.0923 0.2 -0.3 -0.1
C 2.6862 1.6564 0.1853 -0.4 -0.3 -0.9
C 3.8731 1.6779 -0.5474 -0.1 0.1 0.2
C 4.1031 2.7202 -1.4502 -0.2 -0.1 0.2
C 3.1577 3.7360 -1.6108 -0.3 0.1 0.3
C 1.9328 3.6874 -0.9276 0.0 -0.4 -0.1
C 1.6292 -2.9702 0.4784 0.2 0.5 -0.3
C 2.1611 -3.7872 -0.5325 0.6 0.0 0.0
C 3.4103 -4.4020 -0.3391 -0.5 0.1 -0.2
C 4.1162 -4.2082 0.8495 -0.2 0.2 0.2
C 3.5598 -3.4335 1.8779 -0.3 -0.1 -0.2
C 2.3125 -2.8308 1.6938 0.4 0.2 0.1
H 1.3309 2.7639 3.0296 -0.1 0.3 0.0
H 1.1021 4.6223 4.6594 -0.3 0.0 -0.3
H -0.7174 6.3039 4.3838 0.0 -0.2 -0.1
H -2.3052 6.1078 2.4837 0.1 -0.2 0.0
H -2.0734 4.2552 0.8275 0.4 0.2 0.4
H -0.3073 2.8766 -2.3306 -0.2 -0.1 -0.1
H -2.2510 2.6410 -3.8649 0.0 -0.1 0.1
H -4.3775 1.6466 -3.0468 0.2 0.0 0.1
H -4.5918 0.9497 -0.6674 0.1 0.1 -0.1
H -2.6980 1.3129 0.8988 -0.1 -0.1 0.0
H 2.4621 0.8125 0.8702 0.6 0.4 0.0
H 4.5895 0.8689 -0.4263 0.0 0.3 0.0
H 5.0284 2.7390 -2.0203 -0.2 0.0 0.1
H 3.3515 4.5683 -2.2883 0.0 -0.2 0.2
H 1.1788 4.4671 -1.0569 0.3 -0.2 -0.1
H 1.6167 -3.9401 -1.4629 0.2 0.0 0.2
H 3.8287 -5.0215 -1.1381 -0.2 0.2 0.4
H 5.0997 -4.6585 0.9832 -0.3 0.1 -0.1
H 4.0948 -3.2974 2.8181 -0.2 -0.1 -0.3
H 1.8753 -2.2178 2.4829 0.2 -0.2 -0.1
H -2.0291 -1.4570 2.2185 -0.1 -0.4 -0.1
H -3.9209 -2.8575 3.0374 0.2 -0.1 -0.1
H -4.0963 -5.2459 2.3396 0.2 0.2 0.0
H -2.3502 -6.2535 0.8681 0.0 0.4 0.2
H -0.4802 -4.8469 0.0338 -0.3 0.1 0.2
H -2.4780 -2.2936 -1.1386 0.2 0.0 -0.1
H -3.1724 -1.6240 -3.4387 0.5 -0.1 0.2
H -1.4664 -0.8525 -5.0679 0.2 -0.2 0.4
H 0.9544 -0.8500 -4.4453 -0.3 -0.3 0.3
H 1.6648 -1.7250 -2.2259 -0.2 0.1 0.0
H 1.0320 0.1792 -0.5687 -0.8 0.1 -3.4
H -0.0240 0.1566 -0.6367 2.0 0.3 -1.8
Cl 0.2765 -0.0632 2.9451 0.3 0.0 -0.2
```
Forces are in eV/Å.

Properties
* ⟨S²⟩: 6.027
* HOMO level (alpha / beta): -13.7 / -14.3 eV
* charge: +2
* E_LUMO (alpha / beta): -6.39 / -10.05 eV
* M: 621.0 g/mol
* spin multiplicity: 5
* relative energy (zero: lowest compared OMol25 entry of this formula, charge and spin): 2.172 eV